[1]
{
  "formula": "C20H45BrNO11P3S2",
  "method": "ωB97M-V/def2-TZVPD",
  "elements": ["Br", "S", "S", "P", "P", "P", "O", "O", "O", "O", "O", "O", "O", "O", "O", "O", "O", "N", "C", "C", "C", "C", "C", "C", "C", "C", "C", "C", "C", "C", "C", "C", "C", "C", "C", "C", "C", "C", "H", "H", "H", "H", "H", "H", "H", "H", "H", "H", "H", "H", "H", "H", "H", "H", "H", "H", "H", "H", "H", "H", "H", "H", "H", "H", "H", "H", "H", "H", "H", "H", "H", "H", "H", "H", "H", "H", "H", "H", "H", "H", "H", "H", "H"],
  "xyz": [[0.23, 4.99, -3.62], [-3.64, -1.54, -0.98], [-0.83, 0.46, -4.24], [3.83, -1.33, 0.85], [6.99, -1.49, 6.46], [-2.77, -1.09, -2.65], [4.94, -1.63, 1.83], [4.55, -0.11, -0.03], [5.64, -0.91, 5.72], [-8.06, 1.09, -3.33], [2.66, -2.26, 1.58], [3.81, -2.29, -0.46], [-8.31, -0.77, -4.56], [6.11, -2.36, 7.51], [7.66, -2.29, 5.39], [8.23, -1.32, 7.55], [-2.03, 1.29, -1.90], [-1.09, 3.78, -4.22], [5.89, 0.31, 0.15], [2.83, -3.67, 1.57], [-0.61, 0.07, 0.70], [5.04, -2.71, -1.03], [-1.37, 2.54, -2.06], [-5.89, 3.23, -2.81], [0.07, 0.22, -0.41], [-7.84, 2.44, -1.33], [-6.32, -0.66, -3.25], [-2.01, 3.51, -3.08], [5.38, -3.48, 7.03], [8.67, -2.49, 8.22], [-3.41, 3.12, -3.58], [-7.65, -0.14, -3.78], [5.25, -1.26, 4.39], [-4.50, 3.89, -2.79], [-8.34, 1.13, -1.92], [-1.42, 0.20, -2.53], [-0.24, -0.44, -1.74], [-6.32, 2.66, -1.44], [6.36, 0.32, -0.84], [8.74, -3.34, 7.53], [-5.65, 0.19, -3.12], [-3.49, 3.50, -4.61], [-2.13, 4.47, -2.58], [5.83, -2.07, 3.96], [5.90, 1.33, 0.54], [6.48, -0.32, 0.80], [-3.63, -0.55, -3.63], [4.21, -1.58, 4.44], [0.69, -0.48, -2.32], [3.86, -3.94, 1.79], [-0.48, -1.49, -1.53], [-8.38, 3.30, -1.72], [-4.17, 4.14, -1.78], [-9.43, 1.07, -1.81], [-0.30, 2.44, -2.25], [-6.46, -1.13, -2.28], [-1.47, -0.59, 0.72], [5.36, -2.00, -1.80], [9.67, -2.27, 8.61], [2.53, -4.09, 0.61], [0.92, 0.90, -0.40], [4.37, -3.18, 6.74], [-1.92, 0.91, -4.88], [-5.87, -1.34, -3.96], [8.02, -2.73, 9.05], [2.18, -4.07, 2.35], [5.89, -3.95, 6.19], [-5.73, 1.76, -1.22], [5.32, -0.39, 3.74], [-4.60, 4.85, -3.31], [-3.60, 2.05, -3.64], [-6.06, 3.42, -0.70], [-2.18, -2.21, -3.27], [-6.65, 3.96, -3.09], [-0.35, 0.65, 1.58], [-1.43, 3.04, -1.09], [-7.92, 0.28, -1.37], [-8.05, 2.40, -0.25], [4.88, -3.68, -1.49], [5.82, -2.81, -0.27], [-1.61, 4.27, -4.95], [-5.92, 2.48, -3.60], [5.31, -4.20, 7.84]],
  "smiles": "C=CC[C@](S)(OC[C@H](CCCCCCOC(C)=O)NBr)[PH2]=S.COP(=O)(OC)OC.COP(=O)(OC)OC",
  "e_tot_ha": -6065.76345,
  "homo_energy_ev": -8.9,
  "multiplicity": 1,
  "homo_lumo_gap_ev": 7.1,
  "fmax_ev_per_a": 7.3,
  "total_charge": 0,
  "e_lumo_ha": -0.068
}

***

[2]
{
  "formula": "C20H45O14P",
  "method": "ωB97M-V/def2-TZVPD",
  "elements": ["P", "O", "O", "O", "O", "O", "O", "O", "O", "O", "O", "O", "O", "O", "O", "C", "C", "C", "C", "C", "C", "C", "C", "C", "C", "C", "C", "C", "C", "C", "C", "C", "C", "C", "C", "H", "H", "H", "H", "H", "H", "H", "H", "H", "H", "H", "H", "H", "H", "H", "H", "H", "H", "H", "H", "H", "H", "H", "H", "H", "H", "H", "H", "H", "H", "H", "H", "H", "H", "H", "H", "H", "H", "H", "H", "H", "H", "H", "H", "H"],
  "xyz": [[6.33, -3.21, 0.43], [6.90, 0.08, -3.17], [8.69, -0.69, -2.03], [-1.02, 1.31, 0.78], [-5.24, 4.19, -0.38], [-7.70, -1.57, -0.59], [-1.42, 2.89, 2.35], [-3.92, 3.44, -2.06], [-5.47, 2.15, -1.04], [3.55, -3.13, 2.03], [-6.91, -0.82, 1.39], [-2.66, 1.00, 2.15], [6.61, -2.94, 2.12], [-5.65, -2.01, -0.06], [8.17, -1.65, -3.89], [0.04, 2.13, 0.28], [-3.51, 1.43, 3.22], [-8.97, -1.01, -0.26], [-4.63, 5.49, -0.48], [-5.20, 6.30, -1.62], [7.73, -0.74, -6.10], [2.14, -1.31, 1.26], [-6.77, -1.42, 0.36], [8.48, 0.34, -1.06], [-4.53, 2.45, 2.75], [7.83, -0.68, -3.05], [5.71, -3.54, 3.02], [2.25, -2.58, 2.13], [-4.52, -1.86, 0.82], [7.35, -1.77, -5.06], [-4.60, -2.80, 2.00], [-1.68, 1.85, 1.81], [-5.11, 1.08, -1.91], [4.38, -2.80, 3.13], [-4.80, 3.29, -1.25], [6.16, -3.49, 4.01], [-2.90, 1.82, 4.04], [-4.04, 3.37, 2.43], [-6.28, 6.36, -1.53], [1.56, -3.33, 1.73], [-5.22, 2.69, 3.56], [4.59, -1.73, 3.18], [-4.84, 5.97, 0.47], [1.98, -1.62, 0.23], [1.97, -2.39, 3.17], [-0.37, 3.01, -0.21], [3.08, -0.77, 1.34], [-4.01, 0.53, 3.57], [6.12, -3.38, -1.01], [-4.97, 5.84, -2.58], [7.70, -3.48, 0.23], [-3.69, -2.72, 2.60], [0.58, 1.53, -0.45], [-9.43, -1.58, 0.55], [5.54, -4.60, 2.81], [1.31, -0.68, 1.60], [-4.04, 0.91, -1.91], [-8.87, 0.03, 0.03], [7.44, 0.35, -0.72], [7.53, -2.77, -5.43], [5.78, -1.91, 0.32], [-5.46, 1.29, -2.93], [-4.71, -3.83, 1.66], [-4.79, 7.31, -1.61], [0.72, 2.42, 1.07], [-3.55, 5.38, -0.57], [5.50, -4.32, 0.66], [8.73, 1.31, -1.49], [-5.09, 2.06, 1.91], [7.52, 0.27, -5.75], [-5.61, 0.19, -1.54], [6.30, -1.69, -4.78], [3.91, -3.09, 4.08], [9.13, 0.13, -0.22], [-5.45, -2.57, 2.63], [-3.65, -2.08, 0.21], [-4.45, -0.82, 1.14], [-9.58, -1.09, -1.15], [8.79, -0.80, -6.34], [7.16, -0.91, -7.02]],
  "smiles": "CCOCCO[PH4].CCOC(=O)OC.CCOC(=O)OC.CCOC(=O)OC.CCOC(=O)OC",
  "e_tot_ha": -2183.72766,
  "homo_energy_ev": -9.4,
  "multiplicity": 1,
  "homo_lumo_gap_ev": 10.0,
  "fmax_ev_per_a": 0.8,
  "total_charge": 0,
  "e_lumo_ha": 0.023
}

***

[3]
{
  "formula": "C20H46AsCl2O6Si",
  "method": "ωB97M-V/def2-TZVPD",
  "elements": ["As", "Cl", "Cl", "Si", "O", "O", "O", "O", "O", "O", "C", "C", "C", "C", "C", "C", "C", "C", "C", "C", "C", "C", "C", "C", "C", "C", "C", "C", "C", "C", "H", "H", "H", "H", "H", "H", "H", "H", "H", "H", "H", "H", "H", "H", "H", "H", "H", "H", "H", "H", "H", "H", "H", "H", "H", "H", "H", "H", "H", "H", "H", "H", "H", "H", "H", "H", "H", "H", "H", "H", "H", "H", "H", "H", "H", "H"],
  "xyz": [[-6.80, 1.19, -1.58], [-4.92, -1.43, -1.25], [-2.21, 0.06, -0.87], [-9.00, 2.10, -1.97], [2.05, 1.55, 2.99], [6.29, -1.22, -1.71], [8.84, -2.86, -1.32], [6.89, -1.98, 1.21], [1.29, -1.24, 1.98], [2.65, -0.72, 4.94], [5.64, -2.05, 0.53], [1.24, 1.03, 4.03], [9.11, -4.01, -2.10], [7.62, -0.77, -1.52], [8.68, -1.68, -2.09], [2.79, 0.64, 2.19], [6.89, -1.06, 2.27], [2.00, 0.51, 5.23], [3.91, -0.85, 5.57], [-10.02, 2.15, -0.37], [-6.53, 1.20, -3.61], [-3.58, 2.45, -1.09], [0.02, -1.57, 1.43], [-6.39, 0.12, -4.39], [5.83, -2.33, -0.94], [-4.90, 0.33, -1.27], [-8.78, 3.92, -2.52], [-3.72, 0.95, -1.10], [1.95, -0.21, 1.26], [-9.94, 1.24, -3.38], [3.43, 1.27, 1.57], [8.39, -4.12, -2.92], [-10.94, 1.69, -3.49], [7.68, 0.17, -2.07], [5.08, -1.11, 0.65], [-5.83, -0.75, -4.05], [-6.81, 0.06, -5.39], [-0.58, -0.67, 1.27], [4.85, -2.57, -1.36], [2.72, 1.26, 5.55], [3.46, 0.03, 2.81], [-3.67, 2.82, -2.10], [2.61, -0.70, 0.52], [9.02, -4.88, -1.45], [0.64, 1.88, 4.37], [-0.49, -2.20, 2.15], [9.64, -1.15, -2.09], [-9.36, 2.47, 0.43], [6.29, -1.43, 3.12], [-7.41, -0.28, -1.67], [-6.53, 2.19, -4.08], [1.29, 0.33, 6.04], [8.43, -1.92, -3.13], [-7.04, 1.17, 0.00], [6.50, -0.09, 1.96], [-10.86, 2.84, -0.47], [7.82, -0.54, -0.47], [-10.44, 1.18, -0.12], [-10.11, 0.18, -3.19], [1.24, 0.42, 0.73], [4.54, 0.03, 5.38], [-7.73, 4.19, -2.47], [-4.34, 2.89, -0.46], [5.06, -2.86, 0.98], [4.40, -1.72, 5.15], [-2.59, 2.71, -0.73], [0.53, 0.28, 3.65], [-9.35, 4.59, -1.88], [-9.44, 1.36, -4.34], [-9.16, 4.08, -3.53], [10.12, -3.97, -2.51], [6.46, -3.21, -1.10], [0.13, -2.11, 0.49], [-6.25, 2.67, -1.56], [7.92, -0.93, 2.60], [3.80, -0.99, 6.65]],
  "e_tot_ha": -4686.44582,
  "homo_energy_ev": -3.6,
  "multiplicity": 1,
  "homo_lumo_gap_ev": 5.6,
  "fmax_ev_per_a": 1.2,
  "total_charge": -1,
  "e_lumo_ha": 0.075
}